Formula: C4H11N3S
Source: the OMol25 dataset
Level of theory: ωB97M-V/def2-TZVPD

Frontier orbital gap in eV: 8.58
HOMO energy in eV: -8.25

Last column: Löwdin charge in e.
Cartesian coordinates (Å):
C  2.8590  -0.1608  -0.3579  -0.2475
C  -0.1238  0.6171  0.1562  -0.8073
C  -1.3369  0.4009  -0.4759  -0.4780
C  -1.9262  -1.0938  -0.4272  -0.0830
H  3.8944  -0.4513  0.0458  0.0916
H  2.9577  0.9262  -0.9676  0.0938
H  2.8231  -0.9514  -1.1459  0.0787
H  1.9102  0.5092  1.4575  0.1578
H  0.0786  -1.4769  0.6079  0.1955
H  -1.4055  1.0147  -1.4981  0.1662
H  -2.2433  -1.3989  0.6500  0.0880
H  -2.8908  -1.1520  -0.8645  0.0437
H  -1.1342  -1.8210  -0.9702  0.1213
H  -2.4255  0.3637  1.4435  0.1742
H  -1.9497  2.1289  0.9026  0.0587
N  1.9856  -0.3165  0.6903  -0.1789
N  0.5748  -0.4811  0.4334  -0.0354
N  -2.2937  1.1993  0.4868  -0.0386
S  0.6463  2.1437  -0.1667  0.5992

=====

Formula: C4H11N4
Source: the OMol25 dataset
Level of theory: ωB97M-V/def2-TZVPD

Charge: +1
Frontier orbital gap in eV: 6.96
HOMO energy in eV: -10.74

Last column: Löwdin charge in e.
Cartesian coordinates (Å):
C  0.2057  1.5014  -1.9125  -0.1908
C  -0.7912  0.8528  -1.3670  -0.0836
C  0.9488  -1.0615  -0.1743  -0.0723
C  -0.2679  -1.1099  1.8296  -0.1824
N  0.7320  -0.7572  1.1539  -0.0392
N  -2.0203  0.4999  -1.4547  0.1444
N  -0.5782  -0.5241  3.0836  0.1113
N  1.4721  1.1131  -1.9608  0.0883
H  -0.1104  2.4966  -2.4990  0.2010
H  0.2141  -1.7373  -0.4771  0.0489
H  1.9355  -1.2356  -0.3541  0.0363
H  -1.0746  -1.5213  1.2405  0.1441
H  1.4099  -0.2399  1.7456  0.1880
H  -2.4460  0.0849  -2.3457  0.1831
H  -2.5998  0.7620  -0.6827  0.1168
H  -1.2443  -0.8650  3.6509  0.0338
H  0.3741  -0.3318  3.6216  0.1659
H  1.5463  0.4293  -1.2480  0.0031
H  2.2941  1.6436  -1.8497  0.1035

=====

Formula: C4H11N4
Source: the OMol25 dataset
Level of theory: ωB97M-V/def2-TZVPD

Charge: +1
Frontier orbital gap in eV: 9.49
HOMO energy in eV: -13.17

Last column: Löwdin charge in e.
Cartesian coordinates (Å):
C  0.4503  -2.2751  -0.9658  -0.0870
C  -1.0018  -2.2610  -1.0227  -0.1149
C  -0.3007  -1.0386  -1.4214  -0.2593
C  -0.0668  0.0625  -0.5432  0.0134
N  0.2186  1.9492  2.5070  -0.0479
N  0.6113  0.7816  2.7189  0.0111
N  0.0738  1.3112  -0.9416  0.0016
N  0.2975  2.4244  -0.1886  0.0670
H  0.7782  -2.1791  0.0203  0.0867
H  1.0699  -2.9386  -1.6183  0.1473
H  -1.4234  -2.8022  -1.8686  0.1225
H  -1.7327  -2.2876  -0.1615  0.1470
H  -0.0875  -0.9031  -2.4767  0.1538
H  -0.1617  -0.1471  0.5421  0.1400
H  0.2337  2.7432  3.2368  0.1301
H  -0.0129  1.6045  -1.9444  0.2067
H  -0.1597  3.2335  -0.5178  0.0941
H  0.2172  2.1890  0.8671  0.0420
H  0.9967  0.5335  3.7785  0.1457

=====

Formula: C4H11N4
Source: the OMol25 dataset
Level of theory: ωB97M-V/def2-TZVPD

Charge: +1
SMILES string: CC1=N[N@H+](C)CN1N
Frontier orbital gap in eV: 10.86
HOMO energy in eV: -13.71

Last column: Löwdin charge in e.
Cartesian coordinates (Å):
C  -1.8278  -1.6599  -0.0663  0.0485
C  -0.6559  -0.6834  -0.3272  -0.3446
N  0.4530  -1.1616  -0.7015  0.1457
N  1.3888  -0.0729  -0.6803  -0.0916
C  2.1591  -0.0442  0.6491  0.0733
C  0.6017  1.1837  -0.7432  -0.0084
N  -0.7273  0.6786  -0.1449  -0.1237
N  -1.5342  1.4459  0.6969  0.0764
H  -1.2998  -2.5714  -0.2807  0.0790
H  -2.6511  -1.4854  -0.6825  0.0690
H  -2.0582  -1.6957  1.0094  0.0987
H  1.9224  0.0055  -1.4779  0.1517
H  1.4838  -0.1584  1.4142  0.0781
H  2.8619  -0.8710  0.6214  0.1158
H  2.6334  0.8870  0.8273  0.0932
H  0.3914  1.5633  -1.7372  0.1430
H  1.0555  1.9272  -0.0643  0.1403
H  -1.7635  1.0051  1.5807  0.0938
H  -2.4332  1.7077  0.1070  0.1619

=====

Formula: C4H11N4
Source: the OMol25 dataset
Level of theory: ωB97M-V/def2-TZVPD

Charge: +1
SMILES string: C=CC(=[NH2+])N(C)NN
Frontier orbital gap in eV: 9.52
HOMO energy in eV: -13.43

Last column: Löwdin charge in e.
Cartesian coordinates (Å):
C  1.6156  1.7040  0.4914  0.0911
C  1.5169  0.6846  -0.3298  -0.1084
C  0.7714  -0.5442  -0.1494  -0.2300
N  1.4418  -1.7266  -0.4674  0.1983
N  -0.4264  -0.4837  0.4134  -0.0867
C  -1.4137  -1.4955  0.7041  0.0167
N  -1.0396  0.8097  0.4795  -0.0539
N  -1.0764  1.4425  -0.7657  0.0433
H  1.1268  1.7056  1.4078  0.0634
H  2.1031  2.5996  0.2403  0.0768
H  2.0047  0.6586  -1.2853  0.1199
H  2.1820  -1.8088  -1.1555  0.1309
H  0.9732  -2.6210  -0.5114  0.1035
H  -1.5661  -1.4562  1.7922  0.1180
H  -2.3755  -1.2574  0.2729  0.0951
H  -1.0277  -2.4617  0.1604  0.1371
H  -1.8706  0.5622  0.8550  0.0698
H  -2.0117  1.2785  -1.2497  0.1316
H  -0.9276  2.4098  -0.9027  0.0834

=====

Formula: C4H11N5O
Source: the OMol25 dataset
Level of theory: ωB97M-V/def2-TZVPD

Charge: +2
SMILES string: C/C(O)=[NH+]/N=N/C=[N+](/C)N
Frontier orbital gap (spin up / spin down) in eV: 7.81 / 7.81
HOMO energy (spin up / spin down) in eV: -17.65 / -17.65

Last column: Löwdin charge in e.
Cartesian coordinates (Å):
C  -4.4571  0.3136  -0.2099  0.0768
C  -3.1408  -0.3024  -0.1090  -0.2902
O  -2.9733  -1.4232  0.4689  0.2401
N  -2.0382  0.3016  -0.6093  0.1370
N  -0.9433  -0.4526  -0.5143  0.0480
N  0.1945  0.0971  -0.6009  0.1138
C  1.2753  -0.7130  -0.5510  -0.0486
N  2.4507  -0.2416  -0.2136  -0.1573
C  3.6060  -1.1012  -0.1850  0.0498
N  2.6337  0.9866  0.2253  0.2017
H  -5.1359  -0.1088  0.5313  0.1298
H  -4.4202  1.3990  -0.1265  0.1230
H  -4.8893  0.0974  -1.1930  0.1407
H  -2.0178  -1.7167  0.4823  0.1741
H  -2.0409  1.2531  -0.9873  0.2070
H  1.2083  -1.7614  -0.8234  0.1634
H  4.4597  -0.6099  -0.6571  0.1299
H  3.8853  -1.3269  0.8492  0.1351
H  3.4132  -2.0399  -0.7003  0.1192
H  3.5770  1.3054  0.4119  0.1626
H  1.8820  1.6587  0.1434  0.1442

=====

Formula: C4H11NO
Source: the OMol25 dataset
Level of theory: ωB97M-V/def2-TZVPD

Charge: -1
Frontier orbital gap (spin up / spin down) in eV: 1.83 / 8.38
2S+1: 2
HOMO energy (spin up / spin down) in eV: 1.41 / -4.65

Last column: Mulliken spin population.
Cartesian coordinates (Å):
C  0.0153  1.7433  -0.3456  0.8101
N  0.9533  -0.4112  1.5514  0.5777
C  1.7258  0.0944  0.5166  2.3646
C  1.4000  1.1271  -0.2667  -1.5052
C  2.9717  -0.6889  0.2576  0.3427
H  -0.3134  2.2819  0.5561  -0.1381
H  -0.6897  0.9405  -0.5373  -0.3626
H  0.0357  2.5111  -1.1252  -0.1320
H  0.3408  0.2392  2.0200  -0.3061
H  1.5041  -1.0334  2.1256  -0.4267
H  2.1637  1.5459  -0.9065  -0.2222
H  2.7667  -1.7561  0.3416  -0.1770
H  3.4686  -0.4541  -0.6827  -0.1182
H  3.7267  -0.4812  1.0315  -0.1041
H  -6.2314  -2.2654  -2.0031  -0.3554
H  -6.9942  -1.8258  -0.8054  -0.3314
O  -6.8437  -1.5673  -1.7279  1.0841

=====

Formula: C4H11NO
Source: the OMol25 dataset
Level of theory: ωB97M-V/def2-TZVPD

SMILES string: C=CO.CCN
Frontier orbital gap in eV: 7.45
HOMO energy in eV: -7.40

Last column: Löwdin charge in e.
Cartesian coordinates (Å):
C  1.9011  -1.6581  -0.9068  -0.0358
C  1.9344  -0.7919  0.1799  -0.2844
O  2.7081  0.3011  0.1069  0.0426
H  1.3015  -1.3855  -1.7698  0.0354
H  2.4180  -2.6076  -0.9155  0.0298
H  1.2725  -0.8856  1.0421  0.0999
H  2.2973  1.0151  0.6318  0.1088
C  -2.4920  -0.4017  0.7384  -0.1208
C  -2.1913  1.0622  0.4535  -0.3534
N  -1.3976  1.2483  -0.7753  -0.0098
H  -2.9303  -0.8481  -0.1528  0.0729
H  -3.3281  -0.4545  1.4467  0.0664
H  -1.7255  -0.9988  1.2304  0.0597
H  -1.7313  1.5082  1.3428  0.0954
H  -3.1597  1.5209  0.2472  0.1010
H  -0.5764  0.6631  -0.7593  0.0396
H  -1.2617  2.2393  -0.8236  0.0526